one | 10
Properties=species:S:1:pos:R:3 method="wB97M-V/def2-TZVPD" gap_ev=8.91 smiles="O=C=[NH+][C@@H]1NC1=O" total_charge=+1 spin_multiplicity=1
C -0.221 -0.107 -0.476
C 2.182 -0.283 0.153
C -1.764 -0.316 0.010
N 0.973 -0.306 0.349
N -1.299 0.862 0.035
O 3.269 -0.240 -0.167
O -2.480 -1.234 0.051
H 0.159 0.134 -1.536
H 0.647 -0.332 1.269
H -1.466 1.822 0.312


two | 10
Properties=species:S:1:pos:R:3 method="wB97M-V/def2-TZVPD" gap_ev=8.31 smiles="O=C=[N+]=CCN=O" total_charge=+1 spin_multiplicity=1
C 0.754 -0.630 0.657
C 1.112 1.250 -0.588
C -0.680 -0.679 0.290
N 1.487 0.305 0.186
N -0.888 0.466 -0.581
O 1.212 2.193 -1.213
O -1.934 0.750 -1.054
H 1.208 -1.365 1.316
H -0.943 -1.631 -0.196
H -1.327 -0.659 1.182


Last place for stability: two


one | 16
Properties=species:S:1:pos:R:3 method="wB97M-V/def2-TZVPD" gap_ev=11.58 total_charge=+1 spin_multiplicity=1
C 0.377 -0.190 -0.234
N 0.247 -1.376 0.330
N 1.595 0.354 -0.456
N -0.736 0.513 -0.477
C 2.913 -0.246 -0.078
H 1.089 -1.882 0.616
H -0.667 -1.832 0.385
H 1.640 1.355 -0.662
H -0.787 1.484 -0.795
H -1.591 0.010 -0.227
H 3.027 -0.544 0.978
H 3.723 0.457 -0.335
H 3.013 -1.145 -0.710
O -4.403 0.913 0.229
H -4.904 0.316 0.831
H -4.535 1.812 0.606


two | 16
Properties=species:S:1:pos:R:3 method="wB97M-V/def2-TZVPD" gap_ev=9.51 total_charge=+1 spin_multiplicity=1
C 2.929 -0.131 -0.329
C 0.558 0.286 -0.553
N 3.226 -0.326 0.945
N -0.071 -0.481 0.309
N -2.953 0.104 0.363
O -0.123 1.400 -0.994
H 3.180 0.719 -0.978
H 2.587 -1.075 -0.865
H 2.904 -1.201 1.389
H 3.619 0.338 1.540
H 0.346 -1.449 0.580
H -1.030 -0.417 0.493
H -3.760 -0.096 1.074
H -3.165 1.120 0.152
H -3.178 -0.401 -0.533
H -0.949 1.462 -0.435


three | 16
Properties=species:S:1:pos:R:3 method="wB97M-V/def2-TZVPD" gap_ev=11.40 total_charge=+1 spin_multiplicity=1
C -0.772 1.529 0.804
N -0.276 0.868 -0.398
C -0.328 -0.447 -0.548
N -0.116 -0.983 -1.753
N -0.932 -1.233 0.369
H -1.060 0.896 1.619
H -1.767 1.910 0.532
H -0.127 2.342 1.116
H 0.446 1.339 -0.899
H 0.188 -0.355 -2.481
H 0.169 -1.930 -1.931
H -1.496 -2.005 0.060
H -0.636 -1.221 1.325
H 1.929 -0.554 1.422
H 2.792 -0.138 0.133
O 1.986 -0.019 0.629


Last place for stability: two


one | 87
Properties=species:S:1:pos:R:3 method="wB97M-V/def2-TZVPD" gap_ev="4.47 / 4.47" total_charge=+3 s2=0.754 spin_multiplicity=2
Ir -0.972 1.387 0.358
C -2.482 2.407 3.122
C -1.184 3.191 3.054
S -0.726 3.486 1.306
C -2.108 4.552 0.741
C -2.650 4.153 -0.614
S -2.911 2.364 -0.822
C -4.233 2.043 0.420
C -3.972 0.824 1.286
S -2.341 0.904 2.060
H -3.343 2.988 2.803
H -2.679 2.045 4.132
H -0.345 2.610 3.444
H -1.225 4.127 3.610
H -1.705 5.564 0.693
H -2.872 4.549 1.516
H -1.972 4.422 -1.423
H -3.591 4.670 -0.806
H -5.147 1.881 -0.152
H -4.386 2.940 1.017
H -3.963 -0.103 0.711
H -4.713 0.710 2.079
C 3.443 -4.693 -2.940
S 4.161 -3.145 -2.351
C 3.848 -3.329 -0.572
C 2.462 -2.834 -0.168
C 2.362 -1.334 -0.393
N 1.050 -0.746 -0.055
P -0.112 -0.203 -1.174
C -0.748 -1.468 -2.235
C -2.064 -1.910 -2.091
C -2.525 -2.950 -2.881
C -1.671 -3.542 -3.804
C -0.360 -3.101 -3.949
C 0.111 -2.056 -3.171
C 0.793 1.042 -2.089
C 1.483 1.988 -1.309
C 2.113 3.069 -1.914
C 2.120 3.167 -3.297
C 1.473 2.207 -4.076
C 0.777 1.172 -3.480
P 0.435 -0.213 1.419
C 1.709 0.314 2.555
C 2.290 1.579 2.392
C 3.329 1.981 3.210
C 3.790 1.125 4.206
C 3.216 -0.126 4.380
C 2.175 -0.538 3.561
C -0.429 -1.615 2.159
C -0.871 -1.598 3.487
C -1.526 -2.693 4.020
C -1.754 -3.818 3.233
C -1.309 -3.849 1.920
C -0.648 -2.754 1.382
H 3.598 -4.724 -4.016
H 2.374 -4.760 -2.736
H 3.960 -5.542 -2.496
H 4.628 -2.771 -0.050
H 3.980 -4.377 -0.306
H 2.247 -3.069 0.880
H 1.713 -3.349 -0.778
H 2.539 -1.106 -1.446
H 3.131 -0.802 0.176
H -2.722 -1.444 -1.366
H -3.544 -3.297 -2.781
H -2.032 -4.355 -4.421
H 0.294 -3.565 -4.674
H 1.138 -1.726 -3.289
H 1.630 1.819 -0.249
H 2.665 3.782 -1.315
H 2.656 3.974 -3.779
H 1.507 2.280 -5.155
H 0.262 0.442 -4.091
H 1.929 2.259 1.629
H 3.782 2.955 3.079
H 4.600 1.439 4.851
H 3.582 -0.788 5.153
H 1.751 -1.523 3.693
H -0.669 -0.746 4.128
H -1.845 -2.679 5.054
H -2.263 -4.676 3.652
H -1.459 -4.734 1.316
H -0.283 -2.810 0.366
Cl -3.271 4.301 -4.080
C -2.095 3.129 -3.781
H -1.117 3.477 -3.491
H -2.272 2.145 -4.188


two | 87
Properties=species:S:1:pos:R:3 method="wB97M-V/def2-TZVPD" gap_ev="5.32 / 3.35" total_charge=+3 s2=0.757 spin_multiplicity=2
Ir -1.257 0.862 -1.043
C -3.818 1.864 -3.133
C -3.045 3.120 -2.808
S -1.260 2.871 -2.544
C -0.760 2.290 -4.209
C 0.074 1.026 -4.215
S -0.559 -0.284 -3.133
C -2.095 -0.726 -4.034
C -3.284 -0.904 -3.122
S -3.500 0.484 -1.977
H -3.610 1.511 -4.141
H -4.888 2.070 -3.078
H -3.394 3.586 -1.888
H -3.157 3.854 -3.608
H -0.205 3.109 -4.667
H -1.674 2.161 -4.785
H 1.098 1.192 -3.886
H 0.132 0.608 -5.222
H -1.871 -1.655 -4.560
H -2.276 0.039 -4.787
H -3.181 -1.774 -2.471
H -4.202 -1.030 -3.697
C 1.792 -4.551 4.434
S 2.140 -2.979 5.245
C 2.579 -1.977 3.812
C 1.369 -1.555 2.983
C 1.755 -0.550 1.913
N 0.596 -0.056 1.121
P 0.519 1.502 0.410
C 2.065 2.084 -0.291
C 3.145 2.341 0.562
C 4.347 2.789 0.041
C 4.476 3.020 -1.323
C 3.396 2.814 -2.171
C 2.201 2.345 -1.653
C 0.176 2.642 1.737
C -0.217 2.189 2.999
C -0.477 3.104 4.006
C -0.365 4.465 3.753
C 0.028 4.919 2.498
C 0.307 4.012 1.491
P -0.320 -1.004 0.064
C -1.550 -2.031 0.844
C -2.267 -2.910 0.021
C -3.303 -3.659 0.550
C -3.629 -3.538 1.897
C -2.922 -2.668 2.714
C -1.886 -1.907 2.191
C 0.844 -2.050 -0.807
C 1.948 -1.473 -1.444
C 2.956 -2.271 -1.947
C 2.881 -3.655 -1.810
C 1.809 -4.234 -1.150
C 0.793 -3.436 -0.639
H 1.615 -5.277 5.226
H 2.654 -4.883 3.856
H 0.904 -4.510 3.804
H 3.306 -2.516 3.200
H 3.088 -1.096 4.211
H 0.624 -1.124 3.656
H 0.920 -2.440 2.520
H 2.493 -0.979 1.228
H 2.208 0.325 2.377
H 3.049 2.225 1.633
H 5.180 2.979 0.704
H 5.414 3.384 -1.721
H 3.487 3.033 -3.227
H 1.348 2.210 -2.301
H -0.279 1.128 3.210
H -0.759 2.756 4.991
H -0.569 5.176 4.541
H 0.132 5.979 2.313
H 0.640 4.371 0.523
H -1.988 -3.039 -1.020
H -3.846 -4.353 -0.079
H -4.432 -4.134 2.311
H -3.170 -2.585 3.764
H -1.335 -1.239 2.839
H 2.042 -0.394 -1.515
H 3.810 -1.821 -2.435
H 3.673 -4.279 -2.202
H 1.764 -5.306 -1.019
H -0.020 -3.900 -0.098
Cl -2.897 2.538 0.583
C -2.392 0.851 0.736
H -3.262 0.206 0.683
H -1.857 0.717 1.669


Last place for stability: one


one | 9
Properties=species:S:1:pos:R:3 method="wB97M-V/def2-TZVPD" gap_ev=9.10 spin_multiplicity=1
C -0.368 -1.806 0.146
N -1.459 -2.115 -0.174
O 0.765 1.271 -0.585
O 3.082 0.941 -0.524
S 1.120 -1.647 0.574
S 1.907 0.991 0.255
Cl -1.742 2.289 0.850
H -1.036 1.716 0.013
H -2.269 -1.641 -0.556


two | 9
Properties=species:S:1:pos:R:3 method="wB97M-V/def2-TZVPD" gap_ev="7.12 / 7.12" spin_multiplicity=1
C -0.674 0.021 -1.827
N 0.264 0.334 -0.947
O 1.072 0.171 1.988
O -0.934 1.686 1.408
S -0.330 0.028 -3.427
S -0.187 0.445 1.268
Cl -2.311 -0.070 -1.132
H 1.252 0.251 -0.990
H -1.067 -0.569 1.439


Last place for stability: two


one | 14
Properties=species:S:1:pos:R:3 method="wB97M-V/def2-TZVPD" gap_ev=9.21 smiles="CC1=C2C=NC=N[C@@H]12" spin_multiplicity=1
C 0.846 -0.446 1.776
C -0.678 0.987 0.182
C -0.186 -0.561 0.862
C -0.601 -0.432 -0.345
C 1.566 1.228 0.305
C -1.154 -1.093 -1.611
N 1.787 0.309 1.271
N 0.398 1.681 -0.066
H 0.895 -0.939 2.702
H -1.636 1.505 0.680
H 2.516 1.759 0.016
H -0.318 -1.189 -2.378
H -2.042 -0.575 -1.981
H -1.393 -2.232 -1.414


two | 14
Properties=species:S:1:pos:R:3 method="wB97M-V/def2-TZVPD" gap_ev=7.32 spin_multiplicity=1
C 0.980 1.552 -0.106
C 0.832 0.039 -0.080
C 2.079 -0.600 -0.165
C -0.436 -0.604 -0.054
C -1.788 -0.096 -0.086
C -2.909 0.397 0.184
H 1.620 1.849 0.767
H 1.741 1.880 -0.863
H 0.125 2.315 -0.147
H 0.288 -2.496 0.745
H -1.506 -2.327 -0.182
H -4.028 0.631 0.013
N 3.474 -0.551 0.167
N -0.473 -1.991 -0.194


Last place for stability: two


one | 14
Properties=species:S:1:pos:R:3 method="wB97M-V/def2-TZVPD" gap_ev=7.74 smiles="C1=C[C@@H]2NC=NC2=C1" spin_multiplicity=1
C 1.952 -0.193 -0.216
C -0.006 -0.745 0.380
C -1.300 -1.133 -0.080
C -2.065 -0.031 -0.311
C -1.406 1.072 0.079
C -0.012 0.782 0.484
H 1.864 1.691 0.102
H 2.933 -0.312 -0.650
H -1.668 -2.287 0.050
H -3.124 -0.098 -0.914
H -1.600 2.105 -0.044
H 0.236 1.401 1.480
N 1.322 1.008 -0.437
N 1.304 -1.153 0.146


two | 14
Properties=species:S:1:pos:R:3 method="wB97M-V/def2-TZVPD" gap_ev=9.08 spin_multiplicity=1
C -2.386 0.236 0.187
C 0.147 -1.535 -0.057
C 1.040 -0.337 -0.107
C 2.370 -0.452 -0.017
C 0.456 0.988 -0.065
C 0.093 2.129 -0.126
H -2.965 1.032 -0.257
H -2.246 0.275 1.241
H 0.649 -2.479 0.090
H 2.962 0.485 -0.016
H 2.836 -1.412 -0.127
H -0.123 3.189 -0.174
N -1.718 -0.525 -0.577
N -1.115 -1.595 0.005


Last place for stability: two